w:
Computed, not measured: a 2-piece molecular cluster, C2H3F2IO overall, with the ωB97M-V functional and the def2-TZVPD basis.

Each line ends with the Löwdin charge.
Geometry (Å):
F  -2.4993  0.6227  -1.4873  0.10
C  -2.3132  0.4655  -0.1831  -0.49
F  -1.8278  1.5386  0.5195  0.07
C  -2.5749  -0.6216  0.5000  -0.61
I  -3.0276  -2.3683  -0.4287  0.89
H  -2.3845  -0.6790  1.5380  0.04
O  1.0462  1.6081  -0.3737  -0.08
H  0.8688  1.8026  -1.2915  0.02
H  0.7237  0.6530  -0.2981  0.07

**Highest occupied orbital energy**: -9.40 eV
**SMILES string**: FC(F)=CI.O
**Lowest unoccupied orbital energy**: 0.364 eV
**2S+1**: 1
**Charge**: 0

***

x:
Computed, not measured: a 2-piece molecular cluster, C2H3F2IO overall, with the ωB97M-V functional and the def2-TZVPD basis.

Each line ends with the Löwdin charge.
Geometry (Å):
C  -1.2433  -0.1259  0.2367  -0.08
C  1.3146  0.1670  -0.5594  -0.81
O  -1.5317  -0.6731  1.4183  -0.03
F  1.0152  0.9967  -1.6075  -0.08
F  1.9078  0.9759  0.3584  -0.05
I  2.5656  -1.4657  -1.2316  0.73
H  -1.4419  -0.7486  -0.7475  0.12
H  -0.9211  0.8705  -0.0198  0.04
H  -1.6651  0.0033  2.1523  0.15

**Highest occupied orbital energy (spin up / spin down)**: -8.58 / -7.83 eV
**Lowest unoccupied orbital energy (spin up / spin down)**: 0.148 / -0.887 eV
**2S+1**: 1
**Charge**: 0

***

Quick one: most stable of them? w

***

w:
Computed, not measured: an isolated molecule of CHCl2NO2, with the ωB97M-V functional and the def2-TZVPD basis.

Each line ends with the Löwdin spin population.
Geometry (Å):
C  -0.3911  -0.1922  0.3329  0.07
N  0.8683  0.2345  -0.3659  0.46
O  0.9750  -0.0337  -1.5221  0.92
O  1.5863  0.8846  0.3402  0.49
Cl  -0.6296  -1.8826  0.3152  0.02
Cl  -1.7889  0.6301  -0.5002  0.04
H  -0.6200  0.3593  1.4000  0.01

**Highest occupied orbital energy (spin up / spin down)**: -8.00 / -11.03 eV
**Lowest unoccupied orbital energy (spin up / spin down)**: 0.701 / -4.435 eV
**2S+1**: 3
**Charge**: 0

***

x:
Computed, not measured: a 2-piece molecular cluster, CHCl2NO2 overall, with the ωB97M-V functional and the def2-TZVPD basis.

Each line ends with the Löwdin spin population.
Geometry (Å):
C  0.7002  -0.5763  -0.4040  0.64
N  -0.7980  0.8571  0.3970  0.46
O  -1.0854  1.8679  -0.2413  0.30
O  -1.0225  0.3935  1.4517  0.26
Cl  0.2502  -1.2232  -1.8617  0.17
Cl  0.5082  -1.5265  0.9569  0.15
H  1.4473  0.2075  -0.2986  0.02

**Highest occupied orbital energy (spin up / spin down)**: -7.41 / -11.02 eV
**Lowest unoccupied orbital energy (spin up / spin down)**: -0.091 / -2.432 eV
**2S+1**: 3
**Charge**: 0

***

Quick one: most stable of them? x